Density functional theory data (ωB97M-V/def2-TZVPD) for C6H9NO as an isolated structure.

The geometry in XYZ format:
```
17
Properties=species:S:1:pos:R:3:forces:R:3
C 0.282 -1.546 1.668 0.78 -0.20 0.27
C -0.758 -0.628 1.103 -2.31 -1.57 -0.46
C 0.646 1.286 0.136 -1.15 -0.28 -2.15
C 0.683 2.288 0.816 -0.13 -0.67 -0.24
O -1.645 -0.111 1.738 1.28 0.04 -0.65
H 0.828 -2.125 0.923 -0.08 0.23 -0.22
H -0.165 -2.275 2.353 -0.29 0.33 -0.13
H 1.024 -1.005 2.254 -0.08 0.21 -0.05
H 0.623 3.159 1.426 0.23 -0.09 0.07
N -0.889 -0.684 -0.391 -0.38 0.35 1.21
C 0.405 0.341 -1.202 2.68 2.05 1.86
C 0.125 0.890 -2.427 -0.72 0.15 0.33
H -0.868 -1.602 -0.835 -0.01 0.17 0.28
H -1.706 -0.141 -0.665 -0.03 -0.33 0.04
H 1.228 -0.368 -1.171 0.14 0.07 -0.19
H -0.720 1.558 -2.556 0.30 0.39 0.23
H 0.907 0.964 -3.171 -0.22 -0.87 -0.20
```
Positions in Å, forces in eV/Å.

Calculated values
HOMO: -6.947 eV
Total charge: 0
ΔE to the lowest compared entry with this formula, charge and spin: 134.99 kcal/mol
Kohn-Sham gap: 0.2656 hartree
LUMO level: 0.281 eV

Mulliken atomic charge list, values in e, 6 entries: -0.977 0.477 -0.489 0.026 -0.493 0.339